C5H11NO2 | ωB97M-V with the def2-TZVPD basis set

Cartesian coordinates (Å):
C 1.142 0.452 -1.779
C 0.249 0.055 -0.619
C 0.615 -1.429 -0.219
C -0.023 -1.931 1.022
O -0.269 -3.099 1.219
N 0.239 0.935 0.529
C -0.843 1.804 0.751
O -1.266 2.489 -0.473
H 0.569 0.776 -2.652
H 1.754 1.313 -1.481
H 1.850 -0.303 -2.113
H -0.799 -0.009 -0.942
H 1.696 -1.510 -0.309
H 0.243 -2.109 -1.005
H -0.233 -1.214 1.838
H 1.180 1.133 0.808
H -1.825 1.445 1.070
H -0.464 2.574 1.432
H -0.522 2.731 -0.999

2S+1: 1

The natural (NBO) scheme yields these atomic charges, measured in e: -0.637 -0.047 -0.531 0.431 -0.518 -0.668 0.098 -0.752 0.224 0.208 0.215 0.209 0.231 0.236 0.121 0.379 0.174 0.168 0.459

C5H11NO2 | ωB97M-V with the def2-TZVPD basis set

Cartesian coordinates (Å):
C -2.097 0.177 0.903
C -0.639 -0.219 1.080
C 0.187 -0.196 -0.311
C 0.399 1.249 -0.754
O -0.501 -0.977 -1.255
C 1.506 -0.927 0.031
N 2.296 -0.680 -1.150
O 3.426 -0.262 -0.970
H -2.601 -0.499 0.214
H -2.612 0.110 1.861
H -2.194 1.195 0.535
H -0.595 -1.228 1.492
H -0.140 0.459 1.772
H 0.912 1.257 -1.714
H -0.552 1.763 -0.877
H 1.002 1.785 -0.026
H -1.063 -0.440 -1.822
H 1.294 -2.000 0.035
H 1.971 -0.567 0.955

2S+1: 1

The natural (NBO) scheme yields these atomic charges, measured in e: -0.618 -0.409 0.274 -0.661 -0.723 -0.343 0.149 -0.294 0.212 0.216 0.198 0.203 0.198 0.230 0.214 0.224 0.477 0.243 0.207

C5H11NO2 | ωB97M-V with the def2-TZVPD basis set

Cartesian coordinates (Å):
C 0.000 -0.512 0.493
C -0.617 1.092 -0.610
C -0.246 -1.728 -0.292
C -0.151 -0.561 1.969
C 1.001 0.455 -0.058
N -0.796 0.620 -1.967
O 1.367 1.463 0.871
O 1.913 0.003 -0.814
H 2.260 1.722 0.605
H -1.531 1.118 -2.453
H 0.074 0.727 -2.479
H -0.355 2.158 -0.558
H -1.591 1.117 -0.112
H -0.886 -1.295 2.294
H -0.653 -1.408 -1.271
H -0.928 -2.426 0.187
H 0.711 -2.179 -0.564
H 0.833 -0.788 2.391
H -0.406 0.422 2.368

2S+1: 1

The natural (NBO) scheme yields these atomic charges, measured in e: 0.206 -0.316 -0.709 -0.662 0.606 -0.846 -0.749 -0.738 0.497 0.373 0.382 0.241 0.234 0.214 0.287 0.213 0.269 0.251 0.246

C5H11NO2 | ωB97M-V with the def2-TZVPD basis set

Cartesian coordinates (Å):
C -2.475 -0.207 -0.783
C -1.113 -0.034 -0.032
O -1.199 1.002 0.916
C -0.013 0.185 -1.067
C 1.368 -0.347 -0.478
N 1.475 -0.511 0.935
C 2.368 0.165 1.710
O 2.582 -0.205 2.852
H -2.856 0.734 -1.224
H -3.245 -0.639 -0.130
H -2.398 -0.896 -1.632
H -1.120 -0.946 0.600
H -0.856 1.854 0.624
H -0.308 -0.402 -1.939
H 0.051 1.252 -1.349
H 2.089 0.421 -0.786
H 1.701 -1.231 -1.022
H 0.966 -1.196 1.467
H 2.981 1.004 1.340

2S+1: 1

The natural (NBO) scheme yields these atomic charges, measured in e: -0.628 0.097 -0.725 -0.436 -0.217 -0.623 0.520 -0.612 0.207 0.214 0.200 0.175 0.470 0.218 0.206 0.202 0.195 0.411 0.126

C5H11NO2 | ωB97M-V with the def2-TZVPD basis set

Cartesian coordinates (Å):
C -2.259 -0.131 0.574
C -0.988 -0.243 -0.258
C -0.240 1.081 -0.509
C 0.866 0.755 0.535
N 2.264 0.807 0.195
C 0.305 -0.657 0.715
O 0.487 -1.551 1.480
H -2.085 0.451 1.477
H -2.610 -1.116 0.871
H -3.043 0.373 0.009
H -1.236 -0.775 -1.180
H -0.801 1.989 -0.291
H 0.166 1.153 -1.517
H 0.724 1.299 1.474
H 2.426 0.354 -0.698
H 2.592 1.761 0.121
O 1.308 -1.602 -1.245
H 1.821 -2.090 -0.590
H 0.303 -1.859 -1.162

2S+1: 1

The natural (NBO) scheme yields these atomic charges, measured in e: -0.606 -0.340 -0.433 -0.167 -0.818 0.654 -0.546 0.205 0.219 0.211 0.204 0.209 0.217 0.217 0.372 0.360 -0.949 0.493 0.498

C5H11NO2 | ωB97M-V with the def2-TZVPD basis set

Cartesian coordinates (Å):
C -0.748 0.009 0.294
C 0.390 0.575 0.870
C 0.826 -2.439 0.983
C -0.791 -0.588 -1.074
C -0.389 2.208 -0.005
N 0.182 2.506 -1.192
O 0.147 -1.367 1.547
O -1.125 2.917 0.627
H -1.690 0.137 0.815
H 0.775 1.849 -1.669
H 0.045 3.422 -1.600
H 1.353 0.447 0.391
H 0.345 0.972 1.873
H 0.178 -3.313 0.793
H 1.649 -2.824 1.605
H 1.289 -2.216 0.000
H -1.118 -1.627 -0.991
H -1.508 -0.069 -1.714
H 0.189 -0.599 -1.553

2S+1: 1

The natural (NBO) scheme yields these atomic charges, measured in e: 0.119 -0.307 -0.247 -0.685 0.650 -0.848 -0.749 -0.594 0.235 0.399 0.403 0.218 0.255 0.147 0.170 0.118 0.264 0.239 0.213

C5H11NO2 | ωB97M-V with the def2-TZVPD basis set

Cartesian coordinates (Å):
O 1.096 2.538 -0.883
N 0.646 2.649 0.238
O 0.145 3.659 0.692
C 0.761 1.517 1.163
C 0.556 0.129 0.482
C 2.029 0.771 1.151
H 0.252 1.714 2.097
H 0.725 0.093 -0.586
H 0.250 -0.674 1.137
H 2.386 0.352 2.080
H 2.779 1.029 0.419
C -1.844 -1.129 -0.787
C -1.099 -2.352 -1.270
H -2.450 -0.691 -1.572
H -2.497 -1.341 0.052
H -1.040 -0.272 -0.246
H -1.786 -3.149 -1.556
H -0.439 -2.733 -0.485
H -0.472 -2.112 -2.125

2S+1: 1

The natural (NBO) scheme yields these atomic charges, measured in e: -0.384 0.538 -0.367 -0.152 -0.465 -0.406 0.248 0.268 0.245 0.227 0.241 -0.599 -0.619 0.206 0.197 0.213 0.211 0.197 0.203

C5H11NO2 | ωB97M-V with the def2-TZVPD basis set

Cartesian coordinates (Å):
C 0.959 3.225 1.229
C 1.304 1.989 0.915
C 0.875 1.299 -0.347
C -0.072 0.136 -0.047
N -0.519 -0.460 -1.301
C -1.685 -1.164 -1.444
O -1.815 -2.088 -2.214
H 0.336 3.834 0.582
H 1.202 3.702 2.170
H 1.905 1.407 1.611
H 0.433 2.028 -1.021
H 1.752 0.933 -0.885
H -0.880 0.495 0.591
H 0.553 -0.570 0.499
H 0.245 -0.853 -1.838
H -2.495 -0.747 -0.821
O 0.620 -2.251 2.490
H 1.399 -2.807 2.406
H 0.180 -2.223 1.637

2S+1: 1

The natural (NBO) scheme yields these atomic charges, measured in e: -0.385 -0.178 -0.440 -0.216 -0.624 0.533 -0.590 0.188 0.201 0.201 0.213 0.204 0.214 0.179 0.388 0.107 -0.939 0.473 0.468

C5H11NO2 | ωB97M-V with the def2-TZVPD basis set

Cartesian coordinates (Å):
C 2.557 0.658 1.631
C 1.644 1.195 0.830
C 0.310 1.667 1.283
O 0.249 3.079 1.120
H 3.565 0.395 1.341
H 2.326 0.460 2.673
H 1.869 1.277 -0.228
H -0.482 1.178 0.699
H 0.138 1.373 2.325
H -0.600 3.382 1.443
N -0.951 -1.458 -0.229
C -1.363 -2.032 -1.500
C -1.619 -1.033 -2.586
O -1.767 -1.358 -3.731
H -1.272 -2.017 0.551
H 0.057 -1.457 -0.110
H -2.317 -2.549 -1.345
H -0.667 -2.788 -1.879
H -1.679 0.029 -2.286

2S+1: 1

The natural (NBO) scheme yields these atomic charges, measured in e: -0.377 -0.192 -0.111 -0.716 0.200 0.185 0.200 0.183 0.157 0.468 -0.840 -0.342 0.432 -0.516 0.364 0.364 0.223 0.205 0.112

C5H11NO2 | ωB97M-V with the def2-TZVPD basis set

Cartesian coordinates (Å):
C 0.959 -0.801 1.263
C 0.621 -0.504 -0.232
C 1.892 0.086 -0.879
C -0.577 0.436 -0.555
N -0.579 1.689 0.130
C -1.865 -0.371 -0.303
O -2.024 -1.515 -0.600
O -2.916 0.333 0.231
H 1.730 -1.550 1.261
H 1.354 0.103 1.786
H 0.119 -1.046 1.913
H 0.393 -1.494 -0.588
H 1.940 1.178 -0.728
H 1.904 -0.065 -1.990
H 2.827 -0.409 -0.549
H -0.435 0.571 -1.608
H -1.437 2.135 0.142
H -0.249 1.465 1.069
H -3.656 -0.242 0.235

2S+1: 1

The natural (NBO) scheme yields these atomic charges, measured in e: -0.621 -0.213 -0.622 -0.156 -0.821 0.779 -0.593 -0.703 0.221 0.195 0.212 0.232 0.224 0.208 0.212 0.219 0.377 0.358 0.494

C5H11NO2S | ωB97M-V with the def2-TZVPD basis set

Cartesian coordinates (Å):
C -2.220 1.070 -0.158
C -0.801 1.613 0.312
C -1.660 -0.305 -0.133
C 0.951 -1.890 0.017
C 0.785 -0.481 0.711
N -0.259 0.269 0.033
O 2.160 1.287 -0.976
O 3.331 -0.833 -0.190
S 2.646 0.336 0.331
H -3.056 1.274 0.370
H -2.296 1.485 -1.194
H -0.352 2.304 -0.350
H -0.688 1.985 1.410
H -1.989 -0.786 0.774
H -1.641 -0.930 -0.988
H 0.152 -2.029 -0.690
H 0.833 -2.624 0.841
H 1.920 -1.884 -0.429
H 0.794 -0.676 1.778
H 1.390 0.815 -1.471

2S+1: 1

The natural (NBO) scheme yields these atomic charges, measured in e: -0.413 -0.192 -0.203 -0.653 -0.157 -0.487 -0.904 -0.934 1.415 0.211 0.204 0.197 0.175 0.177 0.200 0.205 0.209 0.268 0.182 0.501

C5H11NO3 | ωB97M-V with the def2-TZVPD basis set

Cartesian coordinates (Å):
C 1.007 -0.928 0.803
C -0.288 0.351 -1.284
C -1.632 -1.056 0.070
C -0.980 1.125 0.890
C 2.058 0.400 0.115
N -0.610 -0.026 0.085
O 2.806 -0.202 -0.764
O 1.137 -1.926 0.142
O 2.081 1.551 0.445
H 0.230 -0.480 -1.764
H -1.191 0.587 -1.858
H 0.352 1.232 -1.293
H -1.962 -1.271 1.085
H -2.498 -0.751 -0.528
H -1.199 -1.960 -0.357
H -0.130 1.803 0.951
H -1.834 1.658 0.458
H -1.235 0.798 1.896
H 0.448 -1.301 2.098
H 3.440 0.396 -1.191

2S+1: 1

The natural (NBO) scheme yields these atomic charges, measured in e: 0.316 -0.442 -0.423 -0.425 0.762 -0.361 -0.664 -0.685 -0.620 0.232 0.196 0.218 0.210 0.189 0.235 0.240 0.184 0.209 0.130 0.499

Kohn-Sham gap across the listed records, respectively: 9.86 9.19 8.95 10.34 10.04 8.08 10.02 10.39 10.45 10.15 9.59 9.03 eV.
ΔE to the lowest compared entry with this formula, charge and spin across the listed records, respectively: 202.5 318.6 358.2 136.1 200.9 482.1 579.7 144.5 246.2 60.8 351.3 381.3 kJ/mol.